(1)
11
Properties=species:S:1:pos:R:3 method="wB97M-V/def2-TZVPD" multiplicity=1 molar_mass_g_mol=90.1 e_above_lowest_kcal_mol=53.45
C -0.3656 1.1963 -0.2293
C -0.0781 -0.0773 0.4231
C 1.1227 -0.8700 -0.1693
O -2.7203 -0.2155 0.5679
S -1.6165 -0.1908 -0.4663
H -0.6728 1.9763 0.4430
H 0.1178 1.3117 -1.0993
H -0.3991 -0.0321 1.4613
H 2.0316 -0.6355 0.4925
H 1.5497 -0.5949 -1.1720
H 1.0306 -1.8683 -0.2515

(2)
15
Properties=species:S:1:pos:R:3 method="wB97M-V/def2-TZVPD" multiplicity=1 molar_mass_g_mol=191.3 e_above_lowest_kcal_mol=138.75
C -0.5498 -0.7294 -0.4269
C -1.9588 0.0311 -0.1733
C 2.1237 -0.6304 0.1307
C 0.7872 -0.5864 0.7385
C -0.3063 -0.6128 1.2987
H -0.1041 -2.5401 -0.1500
H -1.7592 -2.1466 0.4106
H -0.6630 1.8701 -0.6112
H 2.4345 -1.5850 -0.1903
H -1.2174 -0.6845 2.0907
N -0.9373 -1.9862 -0.0302
O -3.0192 -0.5938 0.0748
S 0.9021 -0.1862 -1.0819
S -1.9052 1.8104 0.0435
S 2.9685 0.8076 0.3295

(3)
17
Properties=species:S:1:pos:R:3 method="wB97M-V/def2-TZVPD" multiplicity=1 molar_mass_g_mol=102.1 smiles=OC[C@H]1CCOC1 e_above_lowest_kcal_mol=37.24
O 2.3155 0.4134 0.7258
C 1.5880 -0.6474 0.1354
C 0.0947 -0.4186 0.3538
C -0.3304 1.0521 0.3138
C -1.8058 0.9438 -0.0549
O -1.9267 -0.2005 -0.8904
C -0.7780 -1.0225 -0.7578
H 3.2327 0.3329 0.4383
H 1.7909 -0.6991 -0.9456
H 1.8895 -1.6125 0.5704
H -0.2061 -0.8411 1.3210
H -0.1639 1.5600 1.2671
H 0.2318 1.5904 -0.4567
H -2.1772 1.8158 -0.6039
H -2.4315 0.8132 0.8412
H -0.2305 -1.0293 -1.7140
H -1.0930 -2.0507 -0.5434

(4)
28
Properties=species:S:1:pos:R:3 method="wB97M-V/def2-TZVPD" multiplicity=1 molar_mass_g_mol=276.2 smiles="O=C1NC(=O)C(=CNc2ccccc2[N+](=O)[O-])C(=O)N1"
O -1.6335 -5.0371 2.6728
C -1.2154 -4.0033 2.2220
N -0.6098 -3.0371 2.9864
C -0.0953 -1.8193 2.5617
O 0.4511 -1.0774 3.3446
C -0.2706 -1.5516 1.1372
C 0.1424 -0.3351 0.6473
N 0.0580 -0.0115 -0.6390
C 0.4069 1.1862 -1.2382
C 0.9463 1.1403 -2.5266
C 1.3925 2.2853 -3.1545
C 1.3225 3.5132 -2.5093
C 0.7550 3.5879 -1.2543
C 0.2758 2.4420 -0.6254
N -0.4665 2.6392 0.5979
O -0.1608 3.5857 1.2864
O -1.3832 1.8771 0.8249
C -0.8624 -2.5458 0.2627
O -0.9756 -2.4185 -0.9509
N -1.2953 -3.6971 0.8762
H -0.5228 -3.2413 3.9758
H 0.5908 0.3586 1.3486
H -0.2896 -0.7813 -1.2307
H 1.0227 0.1822 -3.0176
H 1.8074 2.2209 -4.1484
H 1.6878 4.4054 -2.9913
H 0.6460 4.5326 -0.7430
H -1.7243 -4.4002 0.2847

(5)
136
Properties=species:S:1:pos:R:3 method="wB97M-V/def2-TZVPD" multiplicity=1 molar_mass_g_mol=910.9 e_above_lowest_kcal_mol=0.00
Na 2.4219 1.7228 0.3259
C 1.5074 -1.0669 -0.6782
O 0.7267 0.1298 -0.3249
O 2.8177 -0.7423 -0.5275
C 0.9224 -2.2340 0.1461
F -0.1530 -2.7120 -0.5284
F 1.7929 -3.2722 0.1679
F 0.6067 -1.9831 1.4105
C -0.6605 0.1162 -0.6611
C -1.2470 1.5217 -0.4404
H -2.2683 1.3519 -0.7919
H -1.2101 1.7762 0.6125
H -0.7351 2.2383 -1.0744
H -1.2088 -0.6089 -0.0534
H -0.7937 -0.1598 -1.7137
H 1.2745 -1.2969 -1.7245
C -3.1934 4.4215 1.5996
C -4.2778 4.0067 0.6065
O -5.1762 3.1539 1.3264
O -3.8024 5.0216 2.7420
H -2.5027 5.1478 1.1586
H -2.6510 3.5292 1.9163
H -3.7523 3.3764 -0.1099
H -4.8065 4.8014 0.0860
H -5.5381 3.6284 2.0863
H -3.1254 5.3745 3.3228
C 1.7160 -4.5716 2.6833
C 0.9112 -5.6053 3.4304
O 1.5403 -5.8991 4.6631
O 1.3084 -3.2703 3.0760
H 1.5085 -4.7368 1.6226
H 2.7790 -4.7357 2.8741
H 0.7736 -6.4892 2.7918
H -0.1347 -5.2894 3.5278
H 0.9622 -6.4350 5.2122
H 1.5210 -2.6289 2.3849
C 0.3485 1.0476 -4.2464
C 1.4634 0.5064 -5.1375
O 1.2041 0.7976 -6.5184
O -0.9033 0.4033 -4.5043
H 0.1272 2.1115 -4.4093
H 0.5769 0.9585 -3.1848
H 1.4485 -0.5790 -5.0537
H 2.4497 0.8609 -4.8407
H 1.1096 1.7582 -6.5453
H -1.0918 0.5214 -5.4423
C -2.3069 -4.9965 0.3171
C -1.1773 -5.2633 1.2784
O -1.1213 -6.6464 1.6006
O -3.4873 -5.4530 1.0468
H -2.2147 -5.6013 -0.5845
H -2.4086 -3.9245 0.1424
H -1.3066 -4.6521 2.1805
H -0.2224 -4.9272 0.8704
H -2.0401 -6.8596 1.8185
H -4.1617 -5.5540 0.3653
C 0.3168 -0.7518 4.7786
C -0.7648 -0.0999 3.9117
O -1.9933 -0.0293 4.6088
O -0.0253 -2.0925 5.0480
H 0.3034 -0.1979 5.7227
H 1.3045 -0.6831 4.3131
H -0.8711 -0.7187 3.0106
H -0.5063 0.8885 3.5228
H -2.0019 -0.7897 5.2055
H 0.4725 -2.6371 4.3793
C 4.6273 -2.8135 -2.9880
C 3.6999 -1.8946 -3.7831
O 3.6283 -0.6073 -3.2101
O 3.9245 -3.4217 -1.9064
H 5.4946 -2.3047 -2.5692
H 4.9144 -3.5988 -3.6889
H 2.7244 -2.3304 -4.0161
H 4.1887 -1.8098 -4.7622
H 3.3015 -0.6913 -2.2912
H 3.6765 -2.7792 -1.2294
C -1.0213 5.5714 -1.6760
C -1.2755 6.9791 -2.1192
O -0.0565 7.6235 -2.4963
O -0.4079 4.7434 -2.6567
H -1.9767 5.1129 -1.3942
H -0.4065 5.5446 -0.7758
H -1.7011 7.5738 -1.3012
H -2.0253 7.0455 -2.9174
H -0.2856 8.5172 -2.7675
H -0.9304 4.7574 -3.4652
C 0.6504 2.5526 2.8411
C 1.8734 2.1116 3.6371
O 2.5077 1.0759 2.8933
O 1.0189 3.2787 1.6600
H -0.0370 3.1264 3.4700
H 0.0831 1.6487 2.6065
H 1.5474 1.7695 4.6223
H 2.5199 2.9885 3.7598
H 2.9386 0.5364 3.5666
H 1.0163 4.1996 1.9355
C -5.8120 -0.1469 0.4194
C -4.9317 -0.2615 1.6585
O -3.7065 0.4654 1.5323
O -6.7130 0.9911 0.4018
H -6.5397 -0.9568 0.3550
H -5.2150 -0.0821 -0.4952
H -4.6464 -1.3117 1.7439
H -5.5307 0.0286 2.5260
H -4.0377 1.3771 1.5823
H -6.2228 1.8175 0.5843
C 4.7958 -2.4857 1.3726
C 5.8618 -1.4610 1.0273
O 5.7183 -0.9607 -0.2826
O 3.5078 -1.8990 1.6123
H 5.1034 -3.0658 2.2437
H 4.6591 -3.2206 0.5715
H 6.8707 -1.8186 1.2222
H 5.6949 -0.6219 1.7199
H 4.7726 -0.7635 -0.2837
H 3.3982 -1.2517 0.8830
C 3.7421 4.3670 -0.9963
C 2.7069 4.1083 -2.0639
O 1.6371 3.4129 -1.4320
O 4.3736 3.1709 -0.5457
H 3.2824 4.9524 -0.2028
H 4.5438 4.9548 -1.4623
H 3.1466 3.5830 -2.9168
H 2.3463 5.0873 -2.3966
H 0.8039 3.7036 -1.8469
H 5.0004 2.9017 -1.2231
C -2.6349 -2.4096 -3.0032
C -3.9281 -1.6651 -2.7130
O -4.9659 -2.1675 -3.5261
O -2.8484 -3.8256 -2.7605
H -1.8522 -2.1108 -2.2979
H -2.2436 -2.2496 -4.0092
H -3.6960 -0.6271 -2.9535
H -4.1464 -1.7450 -1.6460
H -4.9302 -3.1290 -3.4690
H -1.9506 -4.1681 -2.7069

(6)
95
Properties=species:S:1:pos:R:3 method="wB97M-V/def2-TZVPD" multiplicity=1 molar_mass_g_mol=655.7 total_charge=+1
C -0.6444 5.9605 -1.5347
C 0.2495 4.6265 -1.0698
O 1.3137 4.4909 -2.0793
P 1.5768 2.8317 -2.5442
O 0.8454 2.6287 -3.9640
C 3.4535 2.4641 -2.8547
C 4.4494 3.3096 -1.8239
C 4.1875 2.8824 -0.2217
P 5.7375 2.8092 0.8459
C 5.2466 4.4801 1.6141
C 4.0688 4.4901 2.7317
O 2.7287 4.5373 2.4914
F 4.4119 4.5356 4.2035
C 6.0718 1.9618 2.5154
C 5.3646 0.5063 2.7555
C 6.3215 -0.8629 2.6379
C 5.7632 -2.3935 2.8275
C 4.1712 -2.6396 3.1486
C 3.1909 -1.3353 3.3216
C 3.7975 0.2109 3.1276
C 2.7380 1.4369 3.3303
N 6.4550 1.3941 0.0907
C 7.8094 1.6331 -0.5358
O 8.0657 2.2927 -1.6677
F 9.0030 1.0162 0.1499
C 5.5936 0.4526 -0.6360
O 4.5919 -0.3284 -0.2078
F 5.8529 0.3240 -2.1234
O 1.0431 1.6552 -1.3623
C 0.8091 0.3271 -2.0019
C -0.8022 -0.0193 -2.1868
H -0.5418 6.1563 -2.6906
H -0.4284 6.9041 -0.8745
H -1.7890 5.6850 -1.3398
H -0.5148 3.7403 -1.0337
H 0.7552 4.8765 -0.0357
H 3.5640 1.2958 -2.7313
H 3.7030 2.7007 -3.9937
H 4.2473 4.4653 -2.0039
H 5.5561 3.0978 -2.1412
H 3.5323 3.8220 0.1292
H 3.4112 1.9934 -0.1168
H 6.8866 3.5545 0.2864
H 6.2087 4.9437 2.1527
H 4.9642 5.3079 0.8004
H 5.9025 2.5969 3.4786
H 7.2470 1.7311 2.5230
H 7.4686 -0.7240 2.4092
H 6.4738 -3.3459 2.7410
H 3.6946 -3.7024 3.2629
H 2.0457 -1.4905 3.5672
H 3.2375 2.1946 4.1012
H 1.8012 0.9856 3.9144
H 2.3757 1.9550 2.3450
H 1.3637 0.2383 -3.0534
H 1.2532 -0.5682 -1.3523
H -1.3401 1.0095 -2.3367
H -1.0139 -0.7695 -3.0832
H -1.1702 -0.4712 -1.1708
C -8.9337 -3.1225 -1.1156
C -7.5614 -2.6273 -1.5368
C -6.5678 -3.7424 -1.8658
C -5.7701 -4.4090 -0.7455
N -4.8277 -3.5425 0.1321
C -5.5395 -2.9369 1.3442
C -5.7572 -4.0936 2.3061
C -4.6090 -5.0567 2.0702
C -3.8493 -4.5306 0.8699
C -3.9120 -2.5692 -0.6472
C -4.4968 -1.2259 -1.0926
C -4.5200 -1.0332 -2.6077
H -8.8705 -3.8141 -0.2698
H -9.5569 -2.2738 -0.8180
H -9.4356 -3.6252 -1.9485
H -7.1933 -1.9586 -0.7665
H -7.6943 -2.0079 -2.4326
H -5.8578 -3.4004 -2.6200
H -7.1259 -4.5393 -2.3761
H -5.1220 -5.1529 -1.2260
H -6.4448 -4.9551 -0.0811
H -4.8677 -2.1845 1.7788
H -6.4765 -2.4684 1.0478
H -6.7120 -4.5963 2.1007
H -5.8007 -3.7567 3.3469
H -4.9813 -6.0714 1.8849
H -3.9483 -5.1183 2.9454
H -3.5085 -5.3002 0.1708
H -2.9841 -3.9553 1.2188
H -3.4767 -3.1416 -1.4723
H -3.0957 -2.3158 0.0425
H -3.8218 -0.4448 -0.7148
H -5.4603 -0.9890 -0.6456
H -3.6173 -1.4356 -3.0784
H -4.5769 0.0328 -2.8524
H -5.3850 -1.4990 -3.0774

The records above give, respectively, DFT total energy values of -16088.673, -41298.659, -9441.428, -27733.956, -96099.892, -73925.756 eV.
The records above give, respectively, highest occupied orbital energy values of -9.134, -7.390, -9.482, -9.091, -9.142, -9.961 eV.